Here is a molecular structure, C58H71N4O2SeV at a distorted geometry from the OMol25 dataset. Energies are from ωB97M-V with the def2-TZVPD basis set.

Geometry as XYZ:
```
137
Properties=species:S:1:pos:R:3:forces:R:3
V 0.2975 0.1654 0.2934 0.19 1.77 0.70
C 3.9206 -6.4848 0.7674 0.08 0.18 -0.03
C 4.3962 -5.1197 0.2588 0.15 -0.10 0.02
C 5.4579 -4.5810 1.2200 -0.16 -0.11 -0.13
C 5.0502 -5.2944 -1.1171 -0.06 0.03 0.15
C 3.2168 -4.1695 0.1441 -0.01 0.06 0.00
C 3.0695 -3.0592 0.9597 0.02 0.04 -0.10
C 2.0293 -2.1774 0.7502 -0.13 0.02 0.13
Se 1.8355 -0.7510 2.0667 0.31 -0.39 0.52
C 0.8466 -1.7441 3.3582 -0.28 0.00 -0.30
C 1.3644 -2.1106 4.5933 0.08 0.00 -0.14
C 0.6264 -2.9463 5.4094 0.14 -0.02 0.07
C -0.5657 -3.4611 4.8755 0.07 0.06 0.02
C -1.0723 -3.1619 3.6316 -0.12 -0.04 -0.22
C -0.4161 -2.1572 2.8510 0.82 0.26 0.68
O -0.8391 -1.6532 1.7663 -0.56 0.11 -0.98
C -2.1787 -3.9773 2.9781 -0.15 -0.09 -0.11
C -1.5652 -4.6282 1.7259 -0.02 0.07 0.09
C -2.7071 -5.0918 3.8844 0.12 0.23 -0.15
C -3.3458 -3.0901 2.5323 0.08 -0.03 0.03
C 1.0546 -3.3648 6.8119 0.01 0.04 0.08
C 0.9935 -4.8913 6.9752 0.01 0.20 -0.03
C 2.4853 -2.9309 7.1406 -0.27 -0.05 -0.08
C 0.0986 -2.7136 7.8227 0.17 -0.11 -0.07
C 1.0880 -2.3254 -0.2922 2.08 -2.03 0.58
O 0.2519 -1.3537 -0.5004 -1.60 -0.59 -1.54
C 1.1629 -3.5229 -1.0472 -0.34 0.48 0.02
C 2.2258 -4.3821 -0.8074 0.08 0.13 0.21
C 0.1681 -3.9348 -2.1328 -0.18 -0.07 -0.30
C -1.0075 -2.9693 -2.2890 0.05 -0.01 0.00
C -0.4199 -5.3205 -1.8088 0.09 0.16 -0.02
C 0.8911 -4.0208 -3.4870 -0.08 0.01 0.14
H 4.7678 -7.1598 0.8610 0.11 -0.16 0.00
H 3.2009 -6.9281 0.0850 -0.13 -0.08 -0.08
H 3.4545 -6.3838 1.7433 -0.11 -0.01 0.15
H 6.3091 -5.2569 1.2362 0.12 -0.09 0.00
H 5.0700 -4.5148 2.2331 0.00 0.07 0.16
H 5.8082 -3.6007 0.9023 0.05 0.11 0.03
H 5.9212 -5.9396 -1.0318 0.14 -0.10 -0.02
H 5.3677 -4.3334 -1.5136 0.06 0.13 -0.08
H 4.3662 -5.7466 -1.8282 -0.09 -0.07 -0.14
H 3.7592 -2.8427 1.7636 0.02 -0.06 0.00
H 2.3477 -1.7525 4.8639 0.06 0.01 0.14
H -1.1007 -4.1697 5.4852 -0.13 -0.17 0.03
H -0.6857 -5.2169 1.9865 0.06 -0.10 0.02
H -1.2609 -3.8554 1.0241 0.04 0.04 -0.09
H -2.2960 -5.2770 1.2429 -0.08 -0.08 -0.05
H -1.9066 -5.7695 4.1767 0.04 -0.09 0.08
H -3.4561 -5.6702 3.3467 -0.09 -0.04 -0.06
H -3.1741 -4.6833 4.7785 -0.05 0.00 0.15
H -2.9633 -2.2577 1.9488 -0.07 0.04 -0.01
H -3.8865 -2.6972 3.3915 -0.06 0.01 0.07
H -4.0367 -3.6624 1.9123 -0.12 -0.10 0.00
H 1.6037 -5.3807 6.2194 0.06 -0.07 -0.10
H -0.0221 -5.2675 6.8925 -0.11 -0.08 -0.01
H 1.3744 -5.1690 7.9564 0.02 -0.07 0.13
H 3.1959 -3.4066 6.4693 0.14 -0.02 -0.11
H 2.7310 -3.2292 8.1577 0.04 -0.02 0.12
H 2.5993 -1.8531 7.0711 0.06 0.18 -0.01
H -0.9328 -2.9776 7.6017 -0.13 -0.03 0.00
H 0.1881 -1.6302 7.7808 -0.01 0.15 0.00
H 0.3313 -3.0413 8.8346 0.00 -0.03 0.17
H 2.2842 -5.2696 -1.4167 0.03 -0.14 -0.09
H -1.5572 -2.8723 -1.3553 -0.07 0.09 0.07
H -1.6891 -3.3530 -3.0482 -0.02 -0.07 -0.06
H -0.6654 -1.9853 -2.6034 -0.08 0.06 -0.01
H -0.9416 -5.3062 -0.8555 -0.04 0.00 0.10
H 0.3470 -6.0895 -1.7687 0.09 -0.09 0.03
H -1.1287 -5.6040 -2.5864 -0.07 -0.01 -0.06
H 1.3197 -3.0597 -3.7619 0.05 0.07 -0.05
H 0.1845 -4.3106 -4.2621 -0.10 -0.04 -0.11
H 1.6865 -4.7613 -3.4693 0.13 -0.06 -0.01
C 1.7534 3.8324 3.8831 -0.01 -0.06 0.04
C 0.6409 4.8364 3.9416 -0.11 -0.08 -0.08
C 0.8656 6.0659 4.5530 -0.05 0.02 -0.05
C -0.1309 7.0164 4.6602 0.12 0.05 0.00
C -1.3888 6.7599 4.1405 -0.07 -0.03 0.03
C -1.6398 5.5424 3.5394 0.05 0.00 -0.08
C -0.6352 4.5819 3.4323 0.15 0.40 -0.06
N -0.9921 3.3228 2.8975 -0.18 -0.58 -0.06
C -0.4178 2.6009 1.8876 -0.26 0.74 0.23
N 0.3775 3.2544 0.9835 0.19 0.30 0.19
C 0.0922 3.0050 -0.3934 -0.40 -0.04 -0.29
C -0.4038 1.7522 -0.7616 -0.10 0.46 -0.62
C -0.9162 1.6184 -2.0443 -0.18 -0.01 0.01
C -0.8380 2.6619 -2.9571 -0.01 0.00 -0.09
C -0.1766 3.8274 -2.6151 -0.08 -0.01 0.03
C 0.2902 4.0276 -1.3209 0.02 -0.11 0.07
C 1.0382 5.2802 -0.9548 -0.13 -0.19 -0.03
N -0.6943 1.3514 1.7048 0.39 -0.17 0.20
C -1.7046 0.7940 2.5205 -0.80 -0.08 0.85
C -1.4476 0.4938 3.8566 0.10 -0.02 -0.30
C -2.4652 0.0391 4.6770 -0.08 0.10 0.11
C -3.7535 -0.0676 4.1815 -0.01 0.06 0.01
C -4.0091 0.2332 2.8512 0.01 0.02 0.14
C -3.0006 0.6594 2.0016 0.23 0.01 0.07
C -3.2618 0.9624 0.5578 0.07 0.02 0.09
H 2.1798 3.6979 4.8763 0.06 -0.03 0.02
H 2.5479 4.1868 3.2256 0.05 -0.09 -0.05
H 1.4152 2.8620 3.5249 0.10 -0.02 0.04
H 1.8435 6.2594 4.9691 0.11 0.06 0.04
H 0.0738 7.9538 5.1534 0.02 0.11 0.03
H -2.1685 7.5038 4.2074 -0.08 0.02 0.03
H -2.6219 5.3154 3.1512 -0.06 -0.04 -0.09
H -1.6643 2.7919 3.4419 0.19 0.02 -0.04
H 0.5146 4.2378 1.1916 -0.02 -0.19 0.05
H -1.3789 0.6839 -2.3465 0.09 -0.05 -0.05
H -1.2593 2.5479 -3.9458 0.02 -0.03 -0.09
H -0.0328 4.6094 -3.3482 -0.03 0.05 -0.05
H 1.1376 5.9196 -1.8279 0.02 0.09 0.02
H 2.0385 5.0245 -0.6037 0.09 0.09 0.08
H 0.5278 5.8478 -0.1751 0.00 0.14 0.07
H -0.4342 0.5800 4.2306 -0.02 0.02 0.02
H -2.2451 -0.2115 5.7041 0.00 -0.05 0.09
H -4.5626 -0.3826 4.8270 0.00 -0.07 0.01
H -5.0143 0.1303 2.4640 -0.04 -0.01 -0.05
H -4.3150 0.8424 0.3140 -0.04 -0.04 0.00
H -2.6750 0.2847 -0.0715 -0.13 0.09 -0.06
H -2.9578 1.9853 0.3236 -0.02 -0.08 -0.16
C 3.7311 2.1349 1.1280 -0.07 -0.08 -0.05
C 3.9188 1.6505 -0.2778 -0.53 -0.17 0.12
C 5.1132 1.8488 -0.9478 0.10 0.05 -0.11
C 5.2946 1.4021 -2.2463 -0.11 -0.05 0.14
C 4.2596 0.7391 -2.8838 0.13 0.06 -0.01
C 3.0608 0.4888 -2.2438 -0.39 0.09 0.32
C 1.9777 -0.2660 -2.9500 -0.05 -0.02 0.13
C 2.8636 0.9441 -0.9111 2.44 0.44 -1.35
N 1.7136 0.7105 -0.2839 -1.27 -0.51 1.02
H 4.0832 1.3784 1.8332 -0.02 0.07 0.08
H 2.6682 2.3013 1.3132 0.14 0.08 0.13
H 4.2871 3.0555 1.2996 0.03 0.04 0.04
H 5.9141 2.3720 -0.4445 0.06 0.06 0.07
H 6.2339 1.5603 -2.7566 0.04 0.06 -0.02
H 4.3867 0.4080 -3.9043 -0.02 -0.08 -0.10
H 2.0590 -0.1413 -4.0268 0.02 -0.01 -0.10
H 0.9949 0.0765 -2.6265 0.09 -0.14 -0.12
H 2.0739 -1.3293 -2.7169 -0.12 0.01 -0.01
```
Positions in Å, forces in eV/Å.

Summary:
Relative energy (zero: lowest compared OMol25 entry of this formula, charge and spin) in kJ/mol: 99.7
Energy in eV: -162389.4378
Net charge: 0
Gap between HOMO and LUMO (spin up / spin down) in eV: 6.295 / 6.436

=====

Here is 2 unconnected molecules or ions with the total composition C2H6FP at a distorted geometry from the OMol25 dataset. Energies are from ωB97M-V with the def2-TZVPD basis set.

Geometry as XYZ:
```
10
Properties=species:S:1:pos:R:3:forces:R:3
C 1.3883 -1.4739 -0.0166 -1.52 -1.94 2.19
C -0.6237 1.4135 -0.0377 -0.76 -2.14 0.63
F -2.1003 -0.4873 -0.2617 -1.35 -1.12 -1.07
P -1.1554 -0.0517 0.9085 1.83 0.14 0.49
H 1.4653 -0.7311 -0.7355 0.11 1.01 -1.37
H 0.7594 -2.4081 -0.1627 1.13 1.45 0.07
H 1.9680 -1.3585 0.9135 -0.38 -0.23 -0.66
H -0.1781 1.1789 -0.9523 0.51 -0.50 -1.53
H -0.0015 2.0025 0.4931 2.23 2.02 1.90
H -1.5219 1.9156 -0.1486 -1.80 1.30 -0.66
```
Positions in Å, forces in eV/Å.

Summary:
Relative energy (zero: lowest compared OMol25 entry of this formula, charge and spin) in kJ/mol: 278.6
Energy in eV: -14174.8355
Net charge: 0
Gap between HOMO and LUMO (spin up / spin down) in eV: 8.507 / 7.992